1.
DFT (wB97M-V/def2-TZVPD) results for one molecule with the formula C5H3FS in a non-equilibrium geometry.

```
10
C5H3FS wB97M-V/def2-TZVPD
C -1.90 0.02 0.14
C -0.74 -0.57 -0.12
C 0.54 0.02 -0.07
C 1.61 -0.93 -0.04
C 2.56 -1.66 0.09
H -1.96 1.05 0.56
H -0.83 -1.58 -0.38
H 3.47 -2.21 0.26
F -3.06 -0.59 -0.01
S 0.90 1.67 -0.02
```

Output
- calculated total energy (a.u.) = -690.256105
- SMILES = C#CC(=S)/C=C/F
- energy relative to the best compared isomer or geometry (same formula, charge and spin) (kcal per mole) = 0.6

=====

2.
DFT (wB97M-V/def2-TZVPD) results for one molecule with the formula C5H3I in a non-equilibrium geometry.

```
9
C5H3I wB97M-V/def2-TZVPD
C -2.36 -1.41 0.72
C -2.73 0.10 -0.04
C -1.50 -0.55 0.07
C -3.85 0.23 0.38
C -0.11 -0.21 -0.50
I -5.84 0.14 0.09
H 0.39 0.34 0.34
H -0.43 0.49 -1.27
H 0.54 -1.01 -0.88
```

Output
- calculated total energy (a.u.) = -489.776903
- energy relative to the best compared isomer or geometry (same formula, charge and spin) (kcal per mole) = 52.7

=====

3.
DFT (wB97M-V/def2-TZVPD) results for C5H3N as an isolated structure in a non-equilibrium geometry.

```
9
C5H3N wB97M-V/def2-TZVPD
C -2.61 0.22 -0.67
C -1.59 1.50 0.79
C -1.92 -0.64 0.03
C 0.04 -0.61 0.44
C -0.94 0.62 -0.08
N -1.10 -1.53 0.39
H 0.87 -0.65 -0.27
H 0.60 -0.62 1.34
H -0.46 1.04 -1.04
```

Output
- calculated total energy (a.u.) = -246.657762
- energy relative to the best compared isomer or geometry (same formula, charge and spin) (kcal per mole) = 203.5

=====

4.
DFT (wB97M-V/def2-TZVPD) results for one molecule with the formula C5H3N in a non-equilibrium geometry.

```
9
C5H3N wB97M-V/def2-TZVPD
C 0.40 -0.77 -0.77
C 0.65 -0.39 0.46
C -0.77 0.40 0.62
C -0.47 -0.52 -1.67
C 0.73 0.36 1.60
N -0.23 1.40 1.21
H -0.81 0.50 -1.56
H -0.69 -1.15 -2.42
H 1.18 0.18 2.53
```

Output
- calculated total energy (a.u.) = -246.771031
- SMILES = C=C=C1C2=N[C@H]12
- energy relative to the best compared isomer or geometry (same formula, charge and spin) (kcal per mole) = 132.4